Formula: C11H12BaN2O2PS2
Source: the Open Molecules 2025 dataset
Level of theory: the ωB97M-V functional and the def2-TZVPD basis

Summary:
Relative energy (zero: lowest compared OMol25 entry of this formula, charge and spin), eV: 0.0000
Total charge: +1
HOMO energy, Eh: -0.35968
Kohn-Sham gap, eV: 3.77

Each line ends with the Löwdin charge.
Atoms and positions in Å:
C1 2.4083 1.1941 0.8897  -0.5533
P1 1.8553 0.3452 -0.7115  0.9440
C2 1.6180 1.5576 -2.1434  -0.2620
C3 0.3504 -0.7578 -0.4194  -0.5286
C4 0.2041 -1.7705 -1.6663  -0.6262
O1 0.9005 -1.5626 -2.7331  -0.0889
O2 -0.6678 -2.8586 -1.6529  -0.1247
C5 -1.0121 0.0173 -0.1113  -0.1384
C6 -1.2541 0.8756 1.1961  -0.0348
C7 -2.6314 1.5916 1.4893  -0.0666
C8 -3.8422 1.5021 0.4967  -0.0592
C9 -3.6178 0.6544 -0.8021  -0.0444
C10 -2.2434 -0.0605 -1.0970  0.0238
N1 0.6599 -1.5740 0.8399  -0.5028
S1 1.9675 -2.6400 0.3866  0.8274
N2 -0.4865 -2.2577 1.2843  0.0132
C11 -0.0385 -3.2895 1.9878  -0.6628
S2 0.3689 -4.5778 2.9828  0.6542
H1 2.3198 2.3448 0.7703  0.0673
H2 3.4751 0.8263 1.1654  -0.3704
H3 1.6907 0.8186 1.7244  0.0726
H4 1.9641 2.6117 -1.8472  0.0438
H5 2.3456 1.2134 -2.9791  0.0629
H6 0.5677 1.5079 -2.5909  0.0734
H7 -0.4469 0.9911 2.0064  0.0692
H8 -2.8087 2.1856 2.4526  0.0838
H9 -4.8697 1.9770 0.6811  0.0946
H10 -4.5106 0.5570 -1.5164  0.0948
H11 -2.2164 -0.6773 -2.0694  0.1127
H12 3.0741 -2.2112 1.1539  -0.1190
Ba1 4.8761 1.4659 0.8325  1.9443